a.
17
Properties=species:S:1:pos:R:3:lowdin_charge:R:1 method="wB97M-V/def2-TZVPD" gap_ev=8.896 smiles="CC=C=NCCN=C=S" homo_ev=-8.31 multiplicity=1
C -1.46251 2.28201 0.30124 -0.12
C -0.24007 1.79248 -0.37672 -0.17
C -0.16748 0.55099 -0.82525 -0.17
N -0.29583 -0.55462 -1.33175 0.10
C -0.07814 -1.86773 -0.81241 -0.18
C 0.34053 -2.02659 0.65927 -0.13
N 1.37889 -1.02829 0.88676 0.07
C 1.99348 -0.21357 0.29718 -0.81
S 3.06506 0.89330 -0.06660 0.71
H -1.58836 2.04479 1.42844 0.11
H -2.31042 1.86833 -0.08795 0.04
H -1.48450 3.30517 0.12626 0.04
H 0.76182 2.34641 -0.19374 0.09
H 0.74728 -2.20190 -1.30665 0.09
H -1.01161 -2.41871 -0.97574 0.13
H -0.37475 -1.79690 1.36871 0.09
H 0.72659 -2.97516 0.90896 0.11

***

b.
17
Properties=species:S:1:pos:R:3:lowdin_charge:R:1 method="wB97M-V/def2-TZVPD" gap_ev="7.096 / 7.505" homo_ev="-8.37 / -8.42" multiplicity=1
C 0.85577 -1.34379 0.20651 -0.29
C 0.49296 -2.41597 0.92865 0.07
C -0.32762 0.35534 -1.57646 -0.11
C -1.16889 0.51097 -0.37255 -0.29
C 0.14790 -0.28056 -0.37668 -0.15
C -1.28689 1.72234 0.51824 -0.07
N 2.41689 -1.17605 0.20649 -0.01
N 2.93844 -0.06592 0.22625 -0.57
S 2.40736 1.41249 0.32336 0.69
H 1.16883 -3.07934 1.47086 0.07
H -0.58704 -2.68019 0.86760 0.08
H -0.83104 -0.16388 -2.45118 0.14
H -0.03787 1.36863 -1.91059 0.11
H -2.05140 -0.06456 -0.19940 0.12
H -0.79668 1.45895 1.46359 0.09
H -2.35386 1.82163 0.62091 0.07
H -0.98685 2.61992 0.05440 0.06

***

Which of them is most stable? Easy: a.

***

a.
12
Properties=species:S:1:pos:R:3:lowdin_charge:R:1 method="wB97M-V/def2-TZVPD" gap_ev=9.803 smiles="O=CO/C(=N/O)NO" homo_ev=-9.38 multiplicity=1
O -1.91504 1.15005 1.11213 -0.01
C -1.79341 1.27481 -0.16781 -0.20
O -0.79566 0.88583 -1.04218 0.04
C 0.27453 0.08077 -0.50812 -0.33
N 0.73515 -0.80947 -1.24858 0.03
O 1.80215 -1.50639 -0.87908 0.01
N 0.57926 0.33726 0.89254 0.03
O 0.49664 -0.97922 1.59154 -0.11
H -2.62584 1.86486 -0.84254 0.19
H 1.98175 -1.81915 -1.74453 0.09
H -0.17881 0.99918 1.25857 0.10
H 1.43927 -1.47853 1.57806 0.16

***

b.
12
Properties=species:S:1:pos:R:3:lowdin_charge:R:1 method="wB97M-V/def2-TZVPD" gap_ev=10.192 homo_ev=-10.86 multiplicity=1
C -0.68951 -0.69927 -0.25892 -0.49
C -0.19007 0.72985 0.01080 -0.26
N -0.06908 -1.69769 0.36631 0.20
N 1.26704 0.88430 0.19908 -0.37
O -1.60210 -0.80927 -1.04987 0.08
O 1.78709 0.14045 1.01158 0.04
O 1.83425 1.71449 -0.45144 0.14
O -0.67025 1.59746 -0.89672 0.04
H -0.69897 1.16126 1.39322 0.27
H 0.74395 -1.52201 0.94231 0.09
H -0.34337 -2.63959 0.14145 0.13
H -1.36897 1.14001 -1.40781 0.12

***

Which of them is most stable? Easy: b.

***

a.
18
Properties=species:S:1:pos:R:3:lowdin_charge:R:1 method="wB97M-V/def2-TZVPD" gap_ev=8.369 smiles="C/C=C(/c1ccco1)[N+](=O)[O-]" homo_ev=-8.25 multiplicity=1
C -1.49822 -1.77190 1.18846 -0.09
C -0.84933 -0.67674 0.54443 -0.04
C 0.42740 -0.25068 0.90448 -0.06
C 0.98910 0.89644 0.25485 -0.24
C 0.62088 1.52683 -0.93791 -0.01
C 1.66574 2.51980 -1.11645 -0.06
C 2.50635 2.41139 -0.02473 -0.14
O 2.08819 1.49617 0.82100 0.06
N 1.17541 -0.94766 2.00364 -0.40
O 0.67100 -1.02948 3.05282 0.13
O 2.20183 -1.43919 1.66258 0.12
H -1.79793 -2.35848 0.49609 0.01
H -2.39550 -1.45343 1.72429 0.11
H -0.98118 -2.37913 1.95295 0.10
H -1.37996 -0.20081 -0.29002 0.13
H -0.02478 1.06097 -1.78855 0.15
H 1.93224 3.27670 -1.87214 0.11
H 3.38903 2.92529 0.27725 0.12

***

b.
18
Properties=species:S:1:pos:R:3:lowdin_charge:R:1 method="wB97M-V/def2-TZVPD" gap_ev=9.746 smiles="O=[N+]([O-])c1ccccc1CO" homo_ev=-10.08 multiplicity=1
O -0.98090 0.63783 -2.47667 0.05
N -1.28669 1.13040 -1.35504 -0.34
O -1.98040 2.03326 -1.13650 0.15
C -0.70099 0.30148 -0.20979 -0.07
C -1.64898 -0.02343 0.81010 -0.05
C -1.20833 -0.68026 1.97256 -0.10
C 0.20861 -0.94881 2.04481 -0.13
C 1.01082 -0.67398 1.01248 -0.07
C 0.69657 0.08841 -0.14910 -0.12
C 1.62314 0.34221 -1.20876 -0.25
O 1.61225 -0.51593 -2.28352 0.05
H -2.87198 0.36522 0.76906 0.19
H -2.14843 -0.95298 2.66812 0.15
H 0.61431 -1.35681 3.19321 0.18
H 2.18610 -0.84601 1.33002 0.17
H 1.43813 1.23950 -1.52257 0.08
H 2.64074 0.23151 -0.92249 0.13
H 0.79605 -0.37161 -2.53593 -0.03

***

Which of them is most stable? Easy: a.

***

a.
10
Properties=species:S:1:pos:R:3:lowdin_charge:R:1 method="wB97M-V/def2-TZVPD" charge=+1 gap_ev="7.896 / 6.198" homo_ev="-14.60 / -13.43" multiplicity=1
C -3.57224 0.32507 -0.17391 0.35
C 1.48300 0.46544 -0.19238 -0.29
C 1.19478 -0.99487 0.06401 -0.21
N -0.97421 0.33893 0.53551 -0.27
O 0.80032 1.43475 -0.12491 0.09
S -0.75411 -1.01521 0.01705 1.06
H -4.02431 1.24024 0.13635 -0.10
H 2.48455 0.68054 -0.56777 0.16
H 1.69682 -1.46051 -0.72000 0.08
H 1.66541 -1.01439 1.02606 0.11

***

b.
10
Properties=species:S:1:pos:R:3:lowdin_charge:R:1 method="wB97M-V/def2-TZVPD" charge=+1 gap_ev="7.543 / 7.544" homo_ev="-14.06 / -14.06" multiplicity=1
C -0.80118 -2.25476 0.31420 0.34
C -1.27437 0.06198 -0.57775 -0.63
C 1.79885 1.36723 0.35793 -0.06
N -1.11375 -1.26942 -0.17459 0.08
O 0.85360 0.63539 0.21783 -0.06
S -2.29841 0.94622 0.32511 0.89
H -0.69397 -3.31969 0.32991 0.15
H -1.15711 0.31897 -1.62379 0.09
H 2.82643 1.03333 0.33553 0.08
H 1.85991 2.48075 0.49563 0.11

***

Which of them is most stable? Easy: b.